(1)
The following is a DFT calculation (ωB97M-V/def2-TZVPD) of the molecule C18H24N4O3 in a non-equilibrium geometry.

Properties
- Energy above the lowest of the compared OMol25 structures with the same formula, charge and spin: 812.14 kJ/mol
- Total charge: 0
- HOMO: -8.25 eV
- Electronic energy: -1144.854232 Ha
- Frontier orbital gap: 7.49 eV
- LUMO energy: -0.8 eV
- SMILES: CCCCOC[C@@H]1CNCCN1c1ccc2cc([N+](=O)[O-])ccc2n1

Positions of all 49 atoms, in Å:
O: -2.81 0.48 0.06
O: 6.59 -1.87 2.88
O: 6.32 -0.44 4.52
N: 5.96 -0.99 3.38
N: 0.15 0.76 -1.35
N: 1.44 0.87 0.57
N: -0.60 3.26 -2.88
C: -3.88 -0.24 -0.50
C: 1.57 -1.08 -0.83
C: 0.23 2.16 -3.54
C: 0.23 0.76 -2.84
C: 1.05 0.19 -0.53
C: 4.77 -0.53 2.73
C: 4.09 0.58 3.15
C: -2.20 1.31 -0.97
C: 2.46 0.45 1.33
C: -0.77 1.80 -0.80
C: 2.94 1.10 2.50
C: -3.44 -2.55 0.52
C: 3.17 -0.66 0.88
C: 2.62 -1.48 -0.08
C: -3.71 -3.34 1.78
C: 4.27 -1.16 1.54
C: -0.43 3.22 -1.41
C: -4.28 -1.26 0.53
H: -2.43 -2.30 0.20
H: -0.10 1.94 -4.55
H: -2.90 2.15 -1.32
H: -4.73 -3.81 1.73
H: -2.93 -4.06 1.75
H: -5.35 -1.46 0.51
H: -3.60 -2.68 2.60
H: 4.42 1.15 3.99
H: -4.83 0.35 -0.55
H: -3.80 -3.18 -0.35
H: -0.76 0.39 -3.20
H: 1.17 -1.74 -1.66
H: 0.59 3.37 -1.15
H: -4.14 -0.76 1.50
H: -2.19 0.80 -1.97
H: 3.18 -2.39 -0.37
H: 1.29 2.48 -3.46
H: 2.38 1.99 2.82
H: -0.62 1.90 0.27
H: -0.99 4.04 -0.92
H: 4.85 -1.95 1.14
H: 1.01 0.05 -3.16
H: -1.61 3.09 -3.07
H: -3.66 -0.68 -1.43

=====

(2)
The following is a DFT calculation (ωB97M-V/def2-TZVPD) of a structure of composition C3H4NO in a non-equilibrium geometry.

Properties
- Energy above the lowest of the compared OMol25 structures with the same formula, charge and spin: 383.39 kJ/mol
- Total charge: +1
- HOMO: -17.49 eV
- Electronic energy: -246.246063 Ha
- Frontier orbital gap: 10.62 eV
- LUMO energy: -6.9 eV

Positions of all 9 atoms, in Å:
O: -1.14 -1.07 -0.03
N: -1.34 1.26 0.67
C: -1.25 0.12 0.33
C: 0.49 0.61 0.11
C: 0.30 -0.86 -0.22
H: 0.56 1.28 -0.77
H: 1.01 -1.52 0.26
H: 1.11 1.13 0.90
H: 0.26 -0.94 -1.25

=====

(3)
The following is a DFT calculation (ωB97M-V/def2-TZVPD) of a cluster of 2 separate species, C2H2N2OS in total in a non-equilibrium geometry.

Properties
- Energy above the lowest of the compared OMol25 structures with the same formula, charge and spin: 491.44 kJ/mol
- Total charge: 0
- HOMO (spin up / spin down): -8.50 / -9.31 eV
- Electronic energy: -660.160521 Ha
- Frontier orbital gap (spin up / spin down): 6.91 / 8.35 eV
- LUMO energy (spin up / spin down): -1.6 / -1.0 eV

Positions of all 8 atoms, in Å:
S: 1.77 0.62 0.26
O: 1.69 1.40 -1.18
N: -2.06 -2.40 -1.50
N: -1.73 -0.52 -0.03
C: -1.13 0.48 0.29
C: -1.91 -1.42 -0.93
H: 1.44 0.79 -1.82
H: -1.38 1.46 0.73

=====

(4)
The following is a DFT calculation (ωB97M-V/def2-TZVPD) of a structure of composition C30H30ClF10MoN3O5P.

Properties
- Energy above the lowest of the compared OMol25 structures with the same formula, charge and spin: 9.59 kJ/mol
- Total charge: +3
- HOMO (spin up / spin down): -17.04 / -17.04 eV
- Electronic energy: -3569.076512 Ha
- Frontier orbital gap (spin up / spin down): 5.71 / 5.71 eV
- LUMO energy (spin up / spin down): -11.3 / -11.3 eV

Positions of all 81 atoms, in Å:
Mo: 0.80 -0.16 -0.42
Cl: -2.91 -6.29 1.35
P: -1.21 1.37 0.12
F: 0.76 -0.35 5.17
F: -0.20 -5.11 -3.31
F: 0.21 0.12 2.56
F: 3.71 -2.12 -1.03
F: 5.35 0.04 4.24
F: 3.98 -4.83 -1.18
F: -0.45 -2.41 -3.16
F: 4.80 0.51 1.66
F: 2.02 -6.31 -2.32
F: 3.34 -0.39 6.00
O: -0.74 -1.22 -0.52
O: -2.03 0.58 1.18
O: 1.37 -1.70 0.80
O: -0.90 2.79 0.69
O: -2.04 1.43 -1.20
N: 1.45 1.68 -1.68
N: 1.53 -0.82 -2.05
N: 2.14 0.68 0.73
C: 1.48 0.09 2.99
C: 0.41 2.41 -2.46
C: -3.81 2.21 -2.66
C: 0.75 -4.39 -2.76
C: 1.74 -0.14 4.32
C: 4.10 0.07 3.84
C: 2.49 1.21 -2.67
C: 3.07 -0.16 4.75
C: -1.00 -4.41 1.25
C: 2.00 -0.09 -3.23
C: -1.41 4.14 0.32
C: -2.99 -3.99 -0.06
C: 2.77 -2.87 -1.60
C: -1.25 -2.37 -0.07
C: -0.49 -3.18 0.80
C: -3.50 1.72 -1.27
C: 1.90 -5.01 -2.26
C: 2.11 2.61 -0.73
C: -2.25 -4.81 0.83
C: -2.58 1.04 2.48
C: 0.81 -2.77 1.17
C: 1.62 -2.24 -2.09
C: -2.51 -2.78 -0.51
C: 0.63 -3.01 -2.68
C: 2.48 0.35 2.05
C: -4.08 1.19 2.38
C: -2.11 4.73 1.51
C: 2.97 1.79 0.19
C: 2.91 -4.24 -1.67
C: 3.81 0.33 2.51
H: -4.55 0.26 2.07
H: -4.47 1.46 3.36
H: 2.79 -0.66 -3.71
H: -3.96 -4.34 -0.38
H: 1.40 -3.41 1.83
H: -0.25 2.95 -1.79
H: -3.57 1.45 -3.40
H: 1.33 3.11 -0.16
H: 2.69 3.35 -1.27
H: 3.86 1.38 -0.29
H: 2.64 1.99 -3.42
H: 3.43 1.05 -2.15
H: -2.39 5.76 1.28
H: -2.08 1.97 2.74
H: -3.08 -2.17 -1.19
H: -0.43 -5.03 1.93
H: -4.36 1.98 1.68
H: -3.73 2.46 -0.51
H: -3.02 4.18 1.76
H: 3.31 2.40 1.03
H: -0.17 1.71 -3.06
H: -2.06 4.01 -0.54
H: -0.53 4.70 0.03
H: -4.88 2.42 -2.72
H: -2.29 0.26 3.18
H: 0.90 3.13 -3.11
H: -1.45 4.76 2.38
H: -4.00 0.79 -1.02
H: -3.27 3.13 -2.89
H: 1.18 0.02 -3.94

=====

(5)
The following is a DFT calculation (ωB97M-V/def2-TZVPD) of a structure of composition C42H33Cl3N8O2STl.

Properties
- Energy above the lowest of the compared OMol25 structures with the same formula, charge and spin: 47.31 kJ/mol
- Total charge: -1
- HOMO: -2.72 eV
- Electronic energy: -4160.111773 Ha
- Frontier orbital gap: 4.83 eV
- LUMO energy: 2.1 eV

Positions of all 90 atoms, in Å:
Tl: -1.09 0.48 1.57
Cl: 5.59 -2.41 -3.59
Cl: 5.32 1.16 -4.44
Cl: 0.45 2.39 -6.20
S: 2.87 -2.42 -4.78
O: 4.86 0.38 -1.51
O: -0.04 -0.83 3.02
N: 2.91 2.28 0.52
N: -3.87 -2.87 2.64
N: -2.93 2.87 0.92
N: -1.92 2.15 2.95
N: 1.05 1.62 1.47
N: -2.21 1.83 0.36
N: -0.78 -0.36 -0.51
N: -2.80 -1.03 2.17
C: -0.98 -4.57 -0.52
C: 3.69 1.62 -4.04
C: -2.20 1.61 -0.97
C: -1.85 -3.84 -1.32
C: -2.84 2.43 -1.91
C: 1.54 -1.69 -3.98
C: 0.73 -3.96 4.60
C: -2.79 2.15 -3.27
C: -0.46 -4.68 4.49
C: -2.08 1.05 -3.73
C: 1.53 2.21 -4.86
C: -1.85 2.29 4.28
C: -0.87 -1.74 -0.59
C: 2.82 1.77 -5.10
C: -1.47 0.46 -1.44
C: -1.54 -4.07 3.88
C: -1.43 0.23 -2.81
C: -2.68 -2.21 2.73
C: -4.09 -0.92 1.69
C: -0.26 -2.03 3.46
C: -2.51 3.24 5.00
C: 1.33 2.87 1.93
C: 0.00 -2.50 0.22
C: -1.80 -2.45 -1.36
C: 3.31 1.88 -2.72
C: -2.76 2.98 2.21
C: -4.77 -2.05 1.98
C: 0.82 -2.69 4.11
C: 4.14 2.38 -0.26
C: -3.48 4.01 2.93
C: 2.00 1.29 0.64
C: 3.31 -1.27 -2.52
C: 2.02 2.36 -2.53
C: 2.50 3.29 1.37
C: 3.92 -1.98 -3.51
C: -3.36 4.13 4.27
C: 4.05 -0.78 -1.31
C: -0.06 -3.88 0.26
C: 4.34 1.69 -1.62
C: -1.48 -2.77 3.36
C: 1.12 2.52 -3.58
C: 1.91 -1.12 -2.81
H: 0.55 -1.75 -4.40
H: -3.39 3.28 -1.53
H: -0.86 -0.62 -3.17
H: 4.78 -1.53 -1.03
H: -1.03 -5.65 -0.50
H: -0.55 -5.69 4.87
H: 1.67 2.62 -1.54
H: -4.11 4.66 2.34
H: -3.31 2.80 -3.97
H: 1.19 -0.64 -2.16
H: 0.67 3.38 2.62
H: 1.59 -4.41 5.08
H: 5.22 2.23 -1.98
H: 1.74 -2.12 4.18
H: -1.19 1.58 4.78
H: 0.71 -1.97 0.86
H: -4.40 -0.03 1.17
H: 2.00 0.39 0.05
H: 3.37 -0.66 -0.45
H: 3.06 4.20 1.47
H: -4.05 -3.80 2.96
H: 4.29 3.45 -0.43
H: -2.58 -4.35 -1.93
H: 3.15 1.55 -6.11
H: -2.45 -4.64 3.79
H: -2.40 3.30 6.07
H: 0.61 -4.42 0.92
H: 4.97 2.03 0.36
H: -2.04 0.83 -4.79
H: -2.51 -1.91 -1.97
H: -3.90 4.91 4.79
H: 0.11 2.86 -3.39
H: -5.78 -2.36 1.78